P:
16
Properties=species:S:1:pos:R:3:lowdin_charge:R:1 method="wB97M-V/def2-TZVPD" charge=+1 e_lumo_ev=-4.48 orbital_gap_ev=8.614
H 0.593 0.185 3.821 0.13
N -0.057 0.914 3.392 0.22
C 0.098 1.261 2.254 -0.32
C -0.274 1.988 1.126 0.03
C 0.912 1.001 0.956 -0.18
N 0.866 -0.050 0.105 0.23
C 0.199 -0.784 -0.569 -0.03
N -0.034 -1.806 -1.308 0.05
C -0.606 -1.437 -2.593 -0.02
H -0.187 2.984 0.968 0.09
H -1.082 1.560 0.500 0.15
H 1.919 1.184 1.075 0.13
H -0.199 -2.785 -0.931 0.22
H -1.686 -1.377 -2.631 0.11
H -0.324 -2.257 -3.282 0.12
H -0.137 -0.580 -2.881 0.07

Q:
16
Properties=species:S:1:pos:R:3:lowdin_charge:R:1 method="wB97M-V/def2-TZVPD" charge=+1 e_lumo_ev="-5.53 / -5.53" orbital_gap_ev="7.673 / 7.673"
C 0.275 -1.443 -0.198 0.04
C 0.054 0.998 -0.031 -0.07
C 2.025 -0.018 -0.270 -0.20
C -0.596 -0.319 0.303 -0.31
C -2.004 -0.434 -0.205 -0.04
N 1.592 -1.190 -0.305 0.11
N -0.276 2.112 -0.255 0.30
N 3.161 0.485 0.184 0.20
H 0.012 -2.442 -0.512 0.14
H -0.439 -0.085 1.402 0.19
H -2.667 0.317 0.214 0.09
H -2.590 -1.324 0.255 0.14
H -1.919 -0.394 -1.248 0.08
H 0.143 2.930 -0.516 0.09
H 2.973 1.502 0.153 0.13
H 3.803 0.165 0.853 0.11

R:
16
Properties=species:S:1:pos:R:3:lowdin_charge:R:1 method="wB97M-V/def2-TZVPD" charge=+1 e_lumo_ev=-3.92 orbital_gap_ev=9.693
C 1.239 -1.320 0.230 0.07
C 1.255 0.026 0.042 -0.33
C -0.887 -0.392 0.272 -0.11
C -3.034 0.037 0.067 0.02
C 2.394 0.933 -0.091 0.00
N -3.477 0.753 -0.783 0.16
N 0.011 0.548 0.165 0.12
N -0.208 -1.529 0.233 0.07
H 2.017 -2.082 0.254 0.14
H -3.449 -0.519 0.979 0.13
H 3.282 0.442 0.251 0.09
H 2.497 1.017 -1.191 0.11
H 2.062 1.924 0.309 0.11
H -2.738 1.103 -1.350 0.08
H -0.256 1.482 0.152 0.15
H -0.710 -2.424 0.459 0.19

Quick one: least stable of them? P

P:
16
Properties=species:S:1:pos:R:3:lowdin_charge:R:1 method="wB97M-V/def2-TZVPD" charge=+1 e_lumo_ev=-5.92 orbital_gap_ev=8.700
C 0.568 -1.145 -0.611 -0.20
C 0.594 1.306 -0.056 -0.06
C -0.400 0.718 2.274 -0.08
C -0.635 1.064 0.849 -0.24
C 0.175 -2.000 -1.674 0.07
N 1.128 0.001 -0.277 0.10
N 0.740 -1.025 0.705 0.23
N -0.802 -0.267 1.325 0.11
H 0.341 1.779 -1.006 0.14
H 1.344 1.905 0.468 0.14
H 0.619 0.708 2.636 0.13
H -1.145 0.920 3.033 0.13
H -1.542 1.549 0.507 0.16
H -0.662 -2.623 -1.347 0.13
H 0.997 -2.694 -1.898 0.14
H -0.053 -1.446 -2.585 0.12

Q:
16
Properties=species:S:1:pos:R:3:lowdin_charge:R:1 method="wB97M-V/def2-TZVPD" charge=+1 e_lumo_ev=-3.44 orbital_gap_ev=9.428
C -0.967 -0.983 -2.685 0.18
C -0.964 -0.704 -1.509 -0.23
N -0.624 -0.438 -0.298 -0.07
C -1.780 -0.278 1.040 0.11
N -1.226 0.550 1.741 0.03
C 0.030 1.133 1.449 -0.03
N 0.453 0.417 0.041 -0.08
C 1.770 -0.301 0.049 0.01
H -1.223 -1.087 -3.686 0.03
H -2.770 -0.791 0.881 0.16
H -0.203 2.201 1.240 0.15
H 0.570 0.822 2.432 0.18
H 0.656 1.087 -0.760 0.21
H 2.587 0.231 0.434 0.08
H 1.653 -1.323 0.597 0.15
H 2.039 -0.537 -0.967 0.10

Quick one: least stable of them? P

P:
22
Properties=species:S:1:pos:R:3:lowdin_charge:R:1 method="wB97M-V/def2-TZVPD" e_lumo_ev=0.59 orbital_gap_ev=8.991
H -0.401 -0.654 2.125 0.07
N 0.312 0.028 1.863 0.09
N 0.029 0.845 1.034 0.00
C 1.111 1.799 0.595 -0.47
O 0.675 2.631 -0.396 -0.02
C 2.160 0.912 0.190 -0.18
C 3.052 0.367 1.054 0.02
H 1.394 2.498 1.510 0.19
H 0.549 2.062 -1.197 0.08
H 2.058 0.465 -0.766 0.09
H 3.836 -0.254 0.689 0.03
H 3.257 0.789 2.128 0.10
C -2.582 -2.119 -0.212 -0.10
C -2.291 -0.878 -1.090 -0.10
C -0.987 -0.590 -1.047 -0.25
O -0.242 0.312 -1.756 -0.05
H -2.539 -3.004 -0.886 0.08
H -1.739 -2.133 0.387 0.01
H -3.559 -2.069 0.398 0.10
H -3.051 -0.344 -1.495 0.06
H -0.367 -1.188 -0.477 0.08
H -0.676 0.522 -2.652 0.16

Q:
22
Properties=species:S:1:pos:R:3:lowdin_charge:R:1 method="wB97M-V/def2-TZVPD" e_lumo_ev=0.56 orbital_gap_ev=10.538
C 0.719 -0.993 -1.198 -0.05
C 1.024 -0.129 0.011 -0.55
C 0.836 -0.757 1.406 -0.03
C 2.448 0.313 -0.129 -0.08
C 0.157 1.180 -0.122 -0.33
O 0.732 2.306 -0.308 0.03
N -1.215 1.104 0.040 0.18
C -2.235 0.101 -0.141 -0.50
N -3.524 0.552 0.060 0.11
O -2.061 -1.113 -0.356 0.03
H -0.070 -1.681 -1.139 0.04
H 1.517 -1.758 -1.150 0.09
H 0.792 -0.346 -2.118 0.12
H -0.212 -1.156 1.423 0.08
H 1.536 -1.651 1.594 0.11
H 1.050 0.071 2.067 0.08
H 2.581 0.567 -1.129 0.06
H 3.074 -0.607 0.111 0.12
H 2.782 1.106 0.457 0.07
H -1.691 1.998 0.054 0.14
H -4.220 -0.145 -0.282 0.12
H -4.020 1.036 0.847 0.13

Quick one: least stable of them? P

P:
33
Properties=species:S:1:pos:R:3:lowdin_charge:R:1 method="wB97M-V/def2-TZVPD" charge=+1 e_lumo_ev=-2.66 orbital_gap_ev=8.701
C 2.774 -0.448 0.214 -0.21
O 2.060 -1.542 -0.237 -0.03
C 1.866 0.290 1.190 -0.24
C 1.064 1.431 0.569 -0.14
C 0.082 1.048 -0.577 -0.11
C 0.521 0.880 -1.836 -0.23
N -0.219 0.374 -2.838 0.06
N 0.893 -0.802 1.724 0.22
H 3.709 -0.763 0.704 0.14
H 3.062 0.232 -0.632 0.14
H 1.519 -1.408 -0.944 0.02
H 2.581 0.684 2.049 0.19
H 1.674 2.115 0.109 0.08
H 0.484 1.895 1.463 0.14
H -0.905 0.992 -0.338 0.03
H 1.505 1.073 -2.120 0.11
H -1.268 0.430 -2.815 0.10
H 0.220 -0.034 -3.680 0.12
H 0.171 -0.914 1.004 0.12
H 0.280 -0.424 2.530 0.15
H 1.299 -1.644 1.996 0.13
H -0.599 -4.021 -1.037 0.08
H -0.654 -2.647 -1.517 0.06
O -0.600 -3.104 -0.623 -0.10
H -2.004 0.351 3.842 0.18
H -1.864 0.686 2.361 -0.06
O -1.292 0.597 3.052 -0.08
H -2.319 -0.394 0.125 -0.07
H -3.770 -0.702 0.540 0.12
O -2.819 -0.549 0.839 -0.01
H -3.105 1.707 -1.386 0.07
H -1.992 2.776 -1.713 0.14
O -2.352 1.839 -2.018 -0.12

Q:
33
Properties=species:S:1:pos:R:3:lowdin_charge:R:1 method="wB97M-V/def2-TZVPD" charge=+1 e_lumo_ev=-2.90 orbital_gap_ev=10.396
O 1.399 0.406 0.487 0.04
C 0.825 0.226 -0.577 -0.44
N 1.464 0.396 -1.807 0.07
C 0.732 0.268 -3.132 -0.03
C -0.696 0.242 -0.513 -0.11
N -0.931 -0.639 0.757 0.28
C -2.520 1.950 -0.368 -0.09
C -1.038 1.787 -0.151 -0.19
H 2.432 0.435 -1.819 0.11
H 0.049 -0.607 -2.976 0.07
H 0.169 1.265 -3.353 0.12
H 1.454 0.085 -3.890 0.07
H -1.218 -0.142 -1.280 0.09
H -1.807 -1.013 0.770 0.13
H -0.556 -0.165 1.542 0.09
H -0.122 -1.282 0.675 0.13
H -2.841 1.619 -1.541 0.15
H -2.975 1.191 0.290 0.07
H -2.825 2.990 -0.165 0.09
H -0.828 2.093 0.829 0.06
H -0.357 2.494 -0.671 0.14
H 0.494 -0.911 3.537 0.05
H 1.612 0.126 3.213 0.10
O 0.734 -0.217 2.924 -0.08
H 0.268 -3.053 -2.322 0.01
H 1.695 -3.338 -1.633 0.13
O 0.865 -2.702 -1.699 -0.07
H 0.740 1.479 1.628 -0.05
H 1.112 2.782 2.442 0.11
O 0.445 2.029 2.345 -0.10
H 1.125 -3.254 2.811 0.07
H 0.792 -3.370 1.386 0.07
O 0.307 -3.170 2.260 -0.10

Quick one: least stable of them? P

P:
14
Properties=species:S:1:pos:R:3:lowdin_charge:R:1 method="wB97M-V/def2-TZVPD" e_lumo_ev="-1.75 / -1.75" orbital_gap_ev="6.627 / 6.629"
C 0.606 2.327 0.840 0.23
C 0.295 1.276 0.353 -0.10
C 0.158 0.274 -1.899 0.02
C -0.355 -1.358 1.355 -0.07
C -0.076 0.160 -0.370 -0.34
O -0.621 -0.909 0.041 0.02
Cl 2.629 -0.776 0.233 -0.26
H 1.060 3.214 1.165 0.05
H -0.685 0.829 -2.286 0.10
H 0.013 -0.616 -2.439 0.08
H 1.083 0.645 -2.144 0.06
H -0.891 -0.912 2.260 0.14
H 0.671 -1.230 1.675 0.02
H -0.368 -2.371 1.448 0.06

Q:
14
Properties=species:S:1:pos:R:3:lowdin_charge:R:1 method="wB97M-V/def2-TZVPD" e_lumo_ev=1.00 orbital_gap_ev=11.205
C 0.450 0.042 -0.545 -0.56
C -0.468 -0.995 0.121 -0.30
C -1.885 -0.695 -0.462 -0.11
C -1.830 0.860 -0.339 -0.09
C -0.390 0.916 0.365 -0.28
H 0.310 0.174 -1.611 0.11
H -0.135 -2.027 0.165 0.15
H -1.933 -1.009 -1.504 0.11
H -2.605 -1.221 0.126 0.10
H -2.547 1.348 0.275 0.09
H -1.957 1.285 -1.338 0.11
H -0.094 1.912 0.716 0.15
O -0.493 -0.194 1.322 -0.07
Cl 2.214 0.019 -0.132 0.59

Quick one: least stable of them? P

P:
7
Properties=species:S:1:pos:R:3:lowdin_charge:R:1 method="wB97M-V/def2-TZVPD" e_lumo_ev="-5.84 / -5.84" orbital_gap_ev="4.378 / 4.377"
C -1.536 -0.849 -0.555 -0.42
N -2.268 -1.044 -1.410 0.20
O 1.102 0.026 1.999 -0.31
O -0.759 -0.664 0.427 -0.17
P 0.754 0.028 0.598 0.51
Cl 0.636 3.828 -0.420 -0.26
Br 2.071 -1.325 -0.641 0.45

Q:
7
Properties=species:S:1:pos:R:3:lowdin_charge:R:1 method="wB97M-V/def2-TZVPD" e_lumo_ev=-1.07 orbital_gap_ev=9.339
O -2.503 1.298 0.695 0.15
C -1.372 1.545 0.780 -0.44
N -0.190 1.801 0.846 -0.43
Br 1.401 1.643 1.716 0.70
O 2.035 -1.818 -1.977 -0.54
P 1.321 -2.385 -0.867 0.45
Cl -0.692 -2.085 -1.194 0.11

Quick one: least stable of them? P

P:
31
Properties=species:S:1:pos:R:3:lowdin_charge:R:1 method="wB97M-V/def2-TZVPD" charge=+1 e_lumo_ev=-2.88 orbital_gap_ev=9.673
H 0.685 4.764 2.433 0.12
N 0.062 3.900 2.359 0.13
C 0.701 2.907 1.923 -0.21
N -0.006 1.708 1.762 -0.18
O -1.313 1.778 2.048 0.01
N 0.178 0.884 0.610 -0.02
C -0.563 1.480 -0.578 -0.09
C -0.117 0.749 -1.911 -0.11
C -0.041 -0.767 -1.676 -0.18
C 0.208 -1.601 -2.760 -0.03
C 0.115 -2.956 -2.586 -0.06
C -0.365 -3.465 -1.372 -0.06
C -0.657 -2.654 -0.304 -0.06
C -0.367 -1.321 -0.407 -0.13
C -0.302 -0.519 0.946 -0.21
C 0.870 -1.093 1.645 -0.05
H 1.719 2.868 1.805 0.11
H -1.267 2.629 2.669 0.17
H 1.159 0.779 0.182 0.23
H -0.440 2.632 -0.685 0.17
H -1.605 1.269 -0.480 0.12
H 0.758 1.424 -2.316 0.15
H -0.948 0.954 -2.724 0.16
H 0.311 -1.056 -3.727 0.14
H 0.155 -3.700 -3.351 0.11
H -0.369 -4.580 -1.287 0.13
H -1.098 -3.057 0.628 0.14
H -1.131 -0.358 1.565 0.14
H 1.873 -0.991 1.140 0.12
H 0.715 -2.192 1.907 0.12
H 1.082 -0.414 2.542 0.11

Q:
31
Properties=species:S:1:pos:R:3:lowdin_charge:R:1 method="wB97M-V/def2-TZVPD" charge=+1 e_lumo_ev=-3.56 orbital_gap_ev=9.619
C 0.725 3.307 0.244 0.05
C 0.673 2.033 0.610 -0.16
C -0.394 1.067 0.216 -0.14
C -1.757 1.435 0.226 0.00
C -3.069 0.682 0.012 -0.03
N 0.076 -0.348 -0.159 -0.08
N 1.520 -0.400 -0.162 -0.08
C 2.125 -1.535 0.503 -0.17
C 2.970 -1.385 1.485 0.07
C 2.179 0.203 -1.179 -0.32
O 3.343 -0.027 -1.340 0.11
C -0.604 -1.298 1.079 0.06
N -1.500 -2.036 0.587 0.11
C -1.565 -2.072 -0.800 -0.18
C -0.541 -1.033 -1.300 -0.08
H 1.407 4.107 0.655 0.10
H -0.008 3.807 -0.439 0.09
H 1.396 1.725 1.344 0.10
H -1.948 2.336 0.633 0.07
H -3.413 0.604 0.994 0.08
H -2.885 -0.195 -0.524 0.00
H -3.787 1.362 -0.568 0.13
H 1.664 -2.620 0.144 0.19
H 3.413 -2.389 1.776 0.11
H 3.388 -0.484 1.893 0.08
H 1.426 0.843 -1.770 0.17
H -0.238 -1.057 2.046 0.14
H -2.551 -1.772 -1.159 0.12
H -1.395 -3.073 -1.148 0.14
H 0.283 -1.487 -1.886 0.15
H -0.933 -0.301 -2.015 0.15

Quick one: least stable of them? Q

P:
8
Properties=species:S:1:pos:R:3:lowdin_charge:R:1 method="wB97M-V/def2-TZVPD" e_lumo_ev=0.44 orbital_gap_ev=10.865
Br 4.885 -13.227 -4.984 0.61
C 2.916 -13.199 -5.024 -0.73
C 2.396 -13.549 -3.710 -0.67
Br 0.500 -14.171 -3.933 0.57
H 2.742 -13.899 -5.840 0.04
H 2.486 -12.280 -5.423 0.07
H 2.515 -12.750 -2.978 0.07
H 2.817 -14.476 -3.321 0.04

Q:
8
Properties=species:S:1:pos:R:3:lowdin_charge:R:1 method="wB97M-V/def2-TZVPD" e_lumo_ev=0.30 orbital_gap_ev=9.733
C -0.315 0.786 1.745 -0.09
C -0.117 0.001 0.623 -0.68
Br 0.033 -1.872 0.769 0.63
H -0.422 0.366 2.690 0.01
H -0.503 1.858 1.826 0.05
H -0.122 0.485 -0.414 0.01
Br 0.314 -0.641 -2.994 0.25
H 1.132 -0.984 -4.245 -0.19

Quick one: least stable of them? Q